C4H12 | ωB97M-V/def2-TZVPD

The geometry in XYZ format:
```
16
C4H12 ωB97M-V/def2-TZVPD
H 3.084 -1.843 -1.105
C -1.323 1.826 0.946
H 2.179 -0.315 -0.683
H -0.237 1.624 0.961
H -1.628 1.245 1.821
C 2.394 -1.364 -0.424
C -2.085 1.520 -0.306
H 0.823 -2.914 -0.893
H -1.450 1.223 -1.147
H -2.765 2.290 -0.696
H -2.885 0.753 -0.338
H 2.924 -1.169 0.507
H 0.255 -1.347 -0.373
H -1.246 2.900 1.127
H 0.913 -2.346 0.830
C 1.047 -2.083 -0.227
```

Computed properties:
Frontier orbital gap in eV: 12.485
SMILES: CC.CC
E_HOMO in eV: -11.40
Lowest unoccupied orbital energy in eV: 1.1
Energy above the lowest of the compared OMol25 structures with the same formula, charge and spin in eV: 0.776

Results of the Löwdin charge analysis, in e, for atoms 1 through 2: atom 1 (H): 0.055, atom 2 (C): -0.181

---

C4H4BeLiO5 | ωB97M-V/def2-TZVPD

The geometry in XYZ format:
```
15
C4H4BeLiO5 ωB97M-V/def2-TZVPD
O 2.468 -0.114 0.149
C 1.719 0.907 -0.316
O -0.136 -2.644 0.488
Be 3.242 0.542 -1.253
Li 1.777 -2.281 0.665
H -0.782 1.852 0.262
C -0.496 0.818 0.034
O 1.989 1.917 -0.833
C -1.969 0.297 0.050
O -1.980 -1.096 0.359
H -2.521 0.818 0.832
C -0.820 -1.708 0.051
H 0.095 0.954 0.944
O -0.151 -0.773 -0.519
H -2.434 0.511 -0.914
```

Computed properties:
Frontier orbital gap (alpha / beta) in eV: 5.819 / 6.490
Multiplicity: 2
E_HOMO (alpha / beta) in eV: -6.48 / -7.32
Lowest unoccupied orbital energy (alpha / beta) in eV: -0.7 / -0.8
Energy above the lowest of the compared OMol25 structures with the same formula, charge and spin in eV: 8.402

Results of the Löwdin charge analysis, in e, for atoms 1 through 2: atom 1 (O): -0.181, atom 2 (C): -0.577

---

C5H11NO | ωB97M-V/def2-TZVPD

The geometry in XYZ format:
```
18
C5H11NO ωB97M-V/def2-TZVPD
C -1.736 -0.036 -0.888
C -0.254 -0.055 -0.348
C 1.271 -1.379 1.264
H 1.068 3.034 -0.610
H -1.771 0.578 -1.794
H 1.871 -0.520 1.565
C 0.863 2.018 -0.987
O 1.191 1.622 -2.090
H 0.388 -0.436 -1.155
H 1.237 -2.069 2.113
H -0.062 1.725 0.801
H 1.771 -1.858 0.418
H -2.144 -1.030 -1.148
H -0.655 -0.536 1.734
H -2.424 0.410 -0.153
C -0.125 -0.953 0.865
N 0.215 1.279 -0.061
H -0.706 -1.793 0.474
```

Computed properties:
Frontier orbital gap in eV: 10.592
SMILES: CC[C@@H](C)NC=O
E_HOMO in eV: -9.69
Lowest unoccupied orbital energy in eV: 0.9
Energy above the lowest of the compared OMol25 structures with the same formula, charge and spin in eV: 0.379

Results of the Löwdin charge analysis, in e, for atoms 1 through 2: atom 1 (C): -0.042, atom 2 (C): -0.390

---

C5H8OS | ωB97M-V/def2-TZVPD

The geometry in XYZ format:
```
15
C5H8OS ωB97M-V/def2-TZVPD
S 1.407 2.103 0.174
C -1.237 0.611 -0.252
C 2.170 -0.143 -0.327
H 3.084 0.427 0.046
H -2.568 -0.177 1.644
C -0.200 -0.060 -0.441
C 1.116 0.610 -0.216
H -1.062 1.747 -0.266
C -2.643 -0.014 0.269
H 2.546 -1.348 1.233
H 2.210 -0.546 -1.413
H -0.383 -1.276 -0.224
O 2.279 -1.529 0.317
H -2.913 -1.065 -0.583
H -3.806 0.659 0.038
```

Computed properties:
Frontier orbital gap in eV: 8.140
E_HOMO in eV: -8.87
Lowest unoccupied orbital energy in eV: -0.7
Energy above the lowest of the compared OMol25 structures with the same formula, charge and spin in eV: 6.718

Results of the Löwdin charge analysis, in e, for atoms 1 through 2: atom 1 (S): 0.871, atom 2 (C): -0.266

---

C4H11NOS | ωB97M-V/def2-TZVPD

The geometry in XYZ format:
```
18
C4H11NOS ωB97M-V/def2-TZVPD
H 0.087 -1.472 -0.877
N -1.762 -1.731 0.151
H -2.643 -1.823 -0.344
C 0.720 0.407 -0.128
H 2.352 1.160 1.020
C 1.346 0.756 1.182
H 0.768 1.515 1.705
H -1.609 -2.537 0.743
H 1.443 -0.118 1.823
C 1.016 -0.901 -0.750
H 0.274 2.438 -0.559
S -1.760 -0.274 1.117
O -2.362 0.759 0.226
C 0.012 1.429 -0.868
H -1.099 1.336 -0.619
H 1.454 -0.772 -1.741
H 1.695 -1.486 -0.135
H 0.067 1.314 -1.947
```

Computed properties:
Frontier orbital gap (alpha / beta) in eV: 6.921 / 7.769
E_HOMO (alpha / beta) in eV: -6.93 / -7.28
Lowest unoccupied orbital energy (alpha / beta) in eV: 0.0 / 0.5
Energy above the lowest of the compared OMol25 structures with the same formula, charge and spin in eV: 3.180

Results of the Löwdin charge analysis, in e, for atoms 1 through 2: atom 1 (H): 0.052, atom 2 (N): -0.285

---

ClH16O12 | ωB97M-V/def2-TZVPD

The geometry in XYZ format:
```
29
ClH16O12 ωB97M-V/def2-TZVPD
O 2.719 1.015 1.126
O 0.311 -1.198 1.135
O -1.181 -1.518 -0.852
H -2.090 -0.281 -2.270
H 0.703 0.706 4.101
H -0.931 2.454 0.388
H 2.356 0.486 0.469
H -1.882 -0.264 0.511
O -2.475 0.520 0.482
O -0.417 -0.993 -3.415
H -1.748 0.629 2.180
H 0.028 1.668 -0.554
O -0.159 2.522 -0.163
H 1.101 -0.589 3.385
H 2.149 0.780 1.925
H 2.741 -1.410 -1.125
O 0.717 0.089 -0.921
O 3.586 -1.013 -1.273
Cl 0.210 -1.255 -0.390
O 1.386 0.315 3.550
O -2.685 0.455 -2.268
H -2.847 0.426 -0.379
O -1.324 0.745 3.057
H -3.184 0.298 -3.130
H -0.138 -1.530 -2.658
O 1.168 -2.307 -0.925
H 3.683 -1.249 -2.215
H -2.054 0.813 3.674
H 0.243 -0.313 -3.432
```

Computed properties:
Frontier orbital gap in eV: 9.490
E_HOMO in eV: -6.53
Lowest unoccupied orbital energy in eV: 3.0
Charge: -1
Energy above the lowest of the compared OMol25 structures with the same formula, charge and spin in eV: 1.452

Results of the Löwdin charge analysis, in e, for atoms 1 through 2: atom 1 (O): -0.073, atom 2 (O): -0.330

---

C5H7NO | ωB97M-V/def2-TZVPD

The geometry in XYZ format:
```
14
C5H7NO ωB97M-V/def2-TZVPD
H -1.291 1.783 0.031
H -2.353 -0.668 -0.328
H 0.888 2.219 -0.005
C -1.303 -0.462 -0.519
H -0.988 -0.656 -1.543
N 1.816 -1.910 0.553
C -0.390 -0.798 0.634
C 0.552 1.202 -0.134
H -0.767 -1.342 1.492
O 1.537 0.292 -0.193
C -0.701 0.663 0.252
H 2.784 -1.685 0.323
H -0.836 2.306 -0.884
C 1.053 -0.941 0.321
```

Computed properties:
Frontier orbital gap (alpha / beta) in eV: 8.021 / 8.021
E_HOMO (alpha / beta) in eV: -8.19 / -8.19
Lowest unoccupied orbital energy (alpha / beta) in eV: -0.2 / -0.2
Energy above the lowest of the compared OMol25 structures with the same formula, charge and spin in eV: 6.437

Results of the Löwdin charge analysis, in e, for atoms 1 through 2: atom 1 (H): 0.090, atom 2 (H): 0.112

---

CH5O2PS2 | ωB97M-V/def2-TZVPD

The geometry in XYZ format:
```
11
CH5O2PS2 ωB97M-V/def2-TZVPD
O -0.785 1.615 -0.625
H 1.179 1.890 -0.292
H -1.458 -0.479 -1.186
H 1.849 -1.386 2.142
S -0.759 -1.631 -1.202
O 0.277 1.318 1.483
C 0.319 1.371 0.079
H -1.408 0.942 -0.235
H -0.563 0.922 1.667
S 0.789 -1.737 1.539
P 1.100 -1.105 -0.478
```

Computed properties:
Frontier orbital gap in eV: 7.782
E_HOMO in eV: -7.78
Lowest unoccupied orbital energy in eV: 0.0
Energy above the lowest of the compared OMol25 structures with the same formula, charge and spin in eV: 3.503

Results of the Löwdin charge analysis, in e, for atoms 1 through 2: atom 1 (O): -0.013, atom 2 (H): 0.110